Entry 1:
# C39H63IN2O7S2

3 unconnected molecules or ions with the total composition C39H63IN2O7S2 (ωB97M-V/def2-TZVPD, the OMol25 dataset).

Output
- Energy relative to the best compared isomer or geometry (same formula, charge and spin): 0.000 eV
- Gap between HOMO and LUMO: 7.8 eV
- Total charge: 0
- SMILES: COCCCCCCCCCc1cc(S)cc2c1C(=O)c1c(ccc(I)c1CCCS)C2=O.COCCNCCOC.COCCNCCOC
- 2S+1: 1

Structure (XYZ):
```
114
C39H63IN2O7S2, DFT ωB97M-V/def2-TZVPD
C -0.573 -3.299 -3.184
O 0.633 -3.600 -3.842
C 1.802 -3.367 -3.075
C 2.235 -1.898 -3.071
C 1.796 -1.126 -1.820
C 1.659 0.391 -1.974
C 0.839 0.830 -3.183
C 0.576 2.332 -3.199
C -0.327 2.836 -4.353
C -1.133 1.768 -5.077
C -1.906 2.312 -6.288
C -2.351 1.186 -7.182
C -1.473 0.720 -8.158
C -1.783 -0.361 -8.972
S -0.648 -0.883 -10.243
C -3.003 -1.011 -8.825
C -3.869 -0.591 -7.833
C -3.560 0.503 -7.016
C -4.558 0.872 -5.965
O -4.796 2.018 -5.650
C -5.283 -0.282 -5.342
C -5.622 -1.337 -6.189
C -6.387 -2.394 -5.728
C -6.781 -2.412 -4.402
C -6.414 -1.372 -3.559
I -7.017 -1.546 -1.559
C -5.666 -0.278 -3.992
C -5.273 0.840 -3.065
C -6.390 1.883 -2.859
C -5.825 3.297 -2.761
S -7.080 4.603 -2.905
C -5.144 -1.333 -7.604
O -5.723 -1.934 -8.482
H -1.381 -3.739 -3.766
H -0.745 -2.219 -3.107
H -0.592 -3.719 -2.172
H 1.641 -3.717 -2.047
H 2.569 -3.998 -3.524
H 3.323 -1.861 -3.158
H 1.819 -1.471 -3.984
H 2.540 -1.308 -1.044
H 0.856 -1.542 -1.450
H 1.148 0.760 -1.079
H 2.644 0.867 -1.982
H -0.101 0.271 -3.174
H 1.367 0.558 -4.100
H 0.143 2.632 -2.243
H 1.545 2.830 -3.277
H -1.038 3.557 -3.939
H 0.263 3.397 -5.081
H -1.865 1.322 -4.394
H -0.497 0.947 -5.415
H -2.764 2.887 -5.950
H -1.273 2.994 -6.860
H -0.526 1.231 -8.286
H 0.163 -1.574 -9.434
H -3.262 -1.845 -9.460
H -6.657 -3.187 -6.413
H -7.365 -3.238 -4.023
H -4.389 1.333 -3.459
H -4.995 0.399 -2.106
H -6.909 1.656 -1.927
H -7.112 1.830 -3.675
H -5.359 3.439 -1.785
H -5.062 3.448 -3.523
H -7.999 3.872 -3.540
C 5.936 -3.702 4.284
O 4.995 -2.889 4.951
C 5.484 -1.611 5.342
C 4.812 -0.510 4.551
N 5.218 -0.532 3.153
C 4.472 0.372 2.286
C 2.975 0.142 2.125
O 2.643 -1.049 1.438
C 2.570 -2.219 2.231
H 5.486 -4.686 4.166
H 6.197 -3.314 3.293
H 6.856 -3.806 4.868
H 6.571 -1.563 5.235
H 5.240 -1.475 6.399
H 5.089 0.456 4.983
H 3.727 -0.635 4.679
H 5.129 -1.476 2.800
H 4.923 0.323 1.292
H 4.621 1.394 2.651
H 2.583 0.958 1.511
H 2.443 0.181 3.083
H 2.236 -1.995 3.248
H 3.527 -2.745 2.281
H 1.845 -2.886 1.763
C 0.829 3.800 7.974
O 0.687 3.107 9.196
C -0.227 2.019 9.158
C 0.490 0.699 9.333
N 1.333 0.403 8.184
C 2.192 -0.767 8.335
C 3.265 -0.735 9.418
O 4.302 0.197 9.177
C 4.044 1.522 9.600
H 1.441 4.679 8.171
H 1.322 3.194 7.205
H -0.141 4.129 7.588
H -0.791 2.028 8.221
H -0.933 2.150 9.983
H -0.257 -0.094 9.434
H 1.050 0.749 10.277
H 1.907 1.211 7.982
H 2.698 -0.922 7.378
H 1.554 -1.640 8.503
H 3.745 -1.717 9.433
H 2.839 -0.575 10.416
H 3.398 1.546 10.481
H 3.587 2.128 8.811
H 5.001 1.976 9.855
```

=====

Entry 2:
# C39H65F2N2O4Ru

A molecular structure, C39H65F2N2O4Ru at a distorted geometry (ωB97M-V/def2-TZVPD, the OMol25 dataset).

Output
- Energy relative to the best compared isomer or geometry (same formula, charge and spin): 2.683 eV
- Gap between HOMO and LUMO (alpha / beta): 7.3 / 4.9 eV
- Total charge: 0
- 2S+1: 6

Structure (XYZ):
```
113
C39H65F2N2O4Ru, DFT ωB97M-V/def2-TZVPD
Ru -1.717 1.493 -1.614
C -4.711 2.254 -0.997
N -3.600 1.355 -0.867
C -3.997 0.072 -3.126
C -3.670 0.544 0.313
C -2.785 1.186 1.394
N -1.399 1.251 0.946
C -0.671 0.037 1.308
C -1.133 -1.303 0.800
C -1.203 -2.334 1.716
C -1.297 -3.660 1.310
C -1.273 -3.897 -0.058
C -1.221 -2.914 -1.025
C -1.204 -1.545 -0.612
O -1.211 -0.560 -1.431
C -1.144 -3.401 -2.469
C -1.205 -2.284 -3.507
C 0.190 -4.144 -2.654
C -2.314 -4.355 -2.751
C -1.258 -4.833 2.271
C 0.186 -5.354 2.324
C -1.681 -4.450 3.691
C -2.175 -5.969 1.798
C -0.736 2.452 1.527
C 0.739 2.309 1.732
C 1.218 1.834 2.922
C 2.571 1.547 3.105
C 3.442 1.942 2.090
C 3.039 2.526 0.905
C 1.612 2.606 0.613
O 1.106 2.877 -0.493
C 4.132 3.059 -0.015
C 4.915 1.896 -0.647
C 5.111 3.915 0.812
C 3.600 3.957 -1.134
C 3.002 0.824 4.366
C 2.778 1.737 5.581
C 2.157 -0.451 4.534
C 4.472 0.400 4.337
H -5.660 1.710 -0.889
H -4.705 2.733 -1.975
H -4.679 3.033 -0.221
H -4.905 0.631 -3.210
H -4.026 -0.823 -2.540
H -3.299 0.134 -3.936
H -3.313 -0.471 0.106
H -4.701 0.488 0.689
H -2.879 0.635 2.342
H -3.154 2.201 1.547
H -0.612 -0.040 2.407
H 0.354 0.176 0.939
H -1.138 -2.093 2.768
H -1.275 -4.918 -0.396
H -0.350 -1.625 -3.398
H -2.111 -1.704 -3.386
H -1.191 -2.708 -4.512
H 1.024 -3.484 -2.430
H 0.288 -4.487 -3.682
H 0.269 -5.009 -2.002
H -3.251 -3.898 -2.441
H -2.210 -5.304 -2.232
H -2.371 -4.563 -3.816
H 0.859 -4.582 2.689
H 0.526 -5.665 1.339
H 0.243 -6.208 2.995
H -0.974 -3.762 4.147
H -1.710 -5.348 4.304
H -2.668 -3.996 3.690
H -1.831 -6.406 0.865
H -3.190 -5.605 1.656
H -2.186 -6.761 2.544
H -1.187 2.668 2.505
H -0.915 3.288 0.848
H 0.510 1.637 3.715
H 4.500 1.808 2.248
H 5.389 1.284 0.115
H 5.688 2.302 -1.297
H 4.265 1.252 -1.237
H 5.732 3.315 1.471
H 4.557 4.632 1.414
H 5.772 4.463 0.145
H 2.884 3.439 -1.761
H 4.433 4.299 -1.750
H 3.107 4.833 -0.718
H 1.737 2.042 5.656
H 3.391 2.631 5.492
H 3.054 1.212 6.495
H 1.102 -0.223 4.654
H 2.482 -0.993 5.421
H 2.270 -1.103 3.670
H 5.129 1.265 4.294
H 4.672 -0.248 3.486
H 4.705 -0.151 5.247
C 1.377 0.547 -2.236
O 0.424 1.526 -2.570
C 0.583 2.065 -3.866
C -0.433 1.396 -4.796
O -1.750 1.782 -4.468
C -2.184 2.957 -5.116
H 2.387 0.974 -2.275
H 1.328 -0.332 -2.893
H 1.160 0.235 -1.216
H 1.610 1.920 -4.224
H 0.377 3.138 -3.796
H -0.396 0.315 -4.626
H -0.221 1.610 -5.852
H -2.061 2.846 -6.199
H -1.641 3.849 -4.791
H -3.242 3.062 -4.885
F -0.960 4.147 -2.181
C -2.114 3.488 -1.837
F -2.501 4.097 -0.658
H -2.864 3.827 -2.584
```

=====

Entry 3:
# C39H66F13N5O5P2

4 unconnected molecules or ions with the total composition C39H66F13N5O5P2 at a distorted geometry (ωB97M-V/def2-TZVPD, the OMol25 dataset).

Output
- Gap between HOMO and LUMO: 7.0 eV
- Total charge: 0
- SMILES: NCCCCCc1ccc(CCC(F)(F)C(F)(F)C(F)(F)C(F)(F)C(F)(F)C(F)(F)F)c2c1C(=O)N(PP(=O)(O)O)C2=O.CCN(CC)CC.CCN(CC)CC.CCN(CC)CC
- 2S+1: 1

Structure (XYZ):
```
130
C39H66F13N5O5P2, DFT ωB97M-V/def2-TZVPD
N 7.482 0.317 0.595
C 6.364 -0.409 1.271
C 5.117 0.539 1.407
C 4.694 1.265 0.077
C 3.146 1.584 0.121
C 2.843 3.125 0.329
C 1.317 3.354 0.174
C 0.682 3.709 -1.084
C -0.752 3.881 -1.235
C -1.635 3.738 -0.083
C -3.186 3.904 -0.158
C -3.830 2.600 0.442
C -5.138 2.121 -0.264
F -5.701 3.247 -0.871
F -6.067 1.705 0.663
C -4.911 1.086 -1.425
F -3.954 1.659 -2.244
F -6.055 1.038 -2.166
C -4.379 -0.326 -0.947
F -3.123 -0.472 -1.482
F -4.181 -0.390 0.426
C -5.310 -1.539 -1.296
F -6.591 -1.340 -0.844
F -5.437 -1.648 -2.666
C -4.845 -2.922 -0.701
F -5.373 -2.986 0.574
F -3.498 -3.056 -0.566
C -5.378 -4.192 -1.460
F -4.824 -4.372 -2.677
F -4.975 -5.270 -0.713
F -6.725 -4.245 -1.481
C -0.996 3.428 1.159
C 0.449 3.216 1.307
C 0.736 2.870 2.786
O 1.734 2.892 3.429
N -0.553 2.523 3.346
P -0.988 0.830 3.392
P -2.831 0.591 4.553
O -2.825 1.447 5.759
O -4.219 0.931 3.710
O -2.904 -0.986 5.099
C -1.567 3.242 2.582
O -2.584 3.597 3.091
H 7.447 1.260 0.993
H 7.248 0.347 -0.397
H 6.121 -1.366 0.742
H 6.693 -0.701 2.301
H 4.255 -0.070 1.770
H 5.327 1.313 2.195
H 4.913 0.574 -0.773
H 5.249 2.220 -0.104
H 2.627 1.001 0.928
H 2.639 1.279 -0.835
H 3.254 3.501 1.292
H 3.345 3.698 -0.498
H 1.315 3.857 -1.980
H -1.199 4.152 -2.209
H -3.448 4.747 0.523
H -3.430 4.092 -1.225
H -3.065 1.784 0.322
H -4.060 2.677 1.532
H -1.361 0.506 2.046
H -4.153 0.700 2.766
H -3.668 -1.408 4.663
C -1.056 0.894 -8.912
C -1.447 0.549 -7.481
N -1.987 1.678 -6.738
C -2.082 1.431 -5.307
C -3.039 0.335 -4.832
C -3.133 2.347 -7.336
C -4.380 1.508 -7.630
H -0.367 1.741 -8.939
H -0.557 0.041 -9.375
H -1.926 1.133 -9.526
H -0.539 0.202 -6.976
H -2.140 -0.303 -7.497
H -2.339 2.367 -4.799
H -1.079 1.182 -4.942
H -4.080 0.650 -4.900
H -2.844 0.112 -3.783
H -2.916 -0.595 -5.390
H -2.807 2.805 -8.275
H -3.419 3.197 -6.710
H -4.140 0.556 -8.107
H -5.037 2.056 -8.310
H -4.956 1.307 -6.727
C 12.038 3.720 3.713
C 11.822 2.360 3.063
N 11.180 2.435 1.760
C 10.710 1.142 1.275
C 11.759 0.067 0.980
C 11.839 3.274 0.770
C 13.292 2.953 0.413
H 11.103 4.280 3.775
H 12.417 3.589 4.729
H 12.769 4.322 3.170
H 11.181 1.781 3.735
H 12.785 1.831 3.018
H 10.102 1.294 0.380
H 10.015 0.737 2.017
H 12.303 0.275 0.059
H 11.265 -0.898 0.844
H 12.478 -0.048 1.793
H 11.799 4.309 1.122
H 11.242 3.281 -0.147
H 13.908 2.764 1.294
H 13.734 3.802 -0.116
H 13.367 2.093 -0.253
C -5.179 -4.881 4.674
C -5.903 -6.213 4.521
N -7.324 -6.073 4.244
C -8.064 -7.319 4.390
C -7.730 -8.464 3.430
C -7.671 -5.269 3.082
C -7.101 -5.689 1.725
H -5.661 -4.256 5.428
H -4.148 -5.054 4.990
H -5.142 -4.327 3.733
H -5.783 -6.753 5.465
H -5.390 -6.810 3.753
H -9.136 -7.108 4.327
H -7.911 -7.682 5.412
H -8.127 -8.283 2.431
H -8.189 -9.388 3.790
H -6.657 -8.644 3.353
H -7.356 -4.239 3.275
H -8.760 -5.204 3.003
H -6.039 -5.936 1.774
H -7.210 -4.867 1.014
H -7.636 -6.542 1.306
```